No. 1
An isolated molecule of C3H4N2O2S at a distorted geometry, computed with the ωB97M-V functional and the def2-TZVPD basis.

CARTESIAN COORDINATES (ANGSTROEM)
C: -1.01 0.43 -0.35
C: -1.80 -0.39 0.45
C: 0.44 0.07 0.26
N: -1.03 -1.01 1.33
N: 0.26 -0.81 1.21
O: 1.99 -0.02 -1.66
O: 1.67 2.15 -0.37
S: 1.99 0.75 -0.15
H: -1.36 1.13 -1.10
H: -2.72 -0.77 0.41
H: -1.30 -1.64 2.09
H: 2.87 0.12 -2.11

Values from the calculation:
- frontier orbital gap (eV) = 10.1
- HOMO (eV) = -9.45
- charge = 0
- relative energy (zero: lowest compared OMol25 entry of this formula, charge and spin) (eV) = 2.997



No. 2
A cluster of 2 separate species, C5H8BrF in total at a distorted geometry, computed with the ωB97M-V functional and the def2-TZVPD basis.

CARTESIAN COORDINATES (ANGSTROEM)
C: 0.20 0.67 -0.34
C: 0.23 -0.60 -0.32
C: -1.00 2.67 1.42
C: -0.31 -1.46 0.84
C: 0.99 -1.26 -1.28
F: 0.05 3.54 1.39
Br: -2.22 3.41 0.33
H: -0.38 1.18 0.44
H: 0.52 1.12 -1.27
H: -1.20 -1.87 0.46
H: -0.52 -0.84 1.80
H: 0.29 -2.32 1.09
H: 1.06 -0.59 -2.11
H: 0.36 -2.13 -1.56
H: 1.94 -1.53 -0.89

Values from the calculation:
- frontier orbital gap (eV) = 8.8
- HOMO (eV) = -9.48
- charge = 0
- relative energy (zero: lowest compared OMol25 entry of this formula, charge and spin) (eV) = 3.264



No. 3
A structure of composition C31H39IrN8O4S at a distorted geometry, computed with the ωB97M-V functional and the def2-TZVPD basis.

CARTESIAN COORDINATES (ANGSTROEM)
Ir: -0.08 0.11 -0.22
O: -2.59 3.72 -0.99
C: -2.54 2.41 -1.03
O: -2.54 1.79 -2.10
C: -2.53 1.87 0.42
C: -3.17 2.55 1.45
C: -3.36 1.94 2.71
C: -2.89 0.62 2.87
C: -2.07 0.04 1.90
N: -1.88 0.66 0.72
C: -1.48 -1.26 1.94
O: -1.80 -2.29 2.54
O: -0.43 -1.28 1.15
H: -2.87 4.18 -1.82
H: -3.64 3.51 1.34
H: -3.74 2.55 3.53
H: -3.02 0.06 3.75
C: 4.09 1.45 -2.91
N: 2.71 1.98 -2.79
C: 2.21 3.14 -3.58
C: 1.92 1.31 -2.00
N: 1.00 1.10 -1.26
H: 4.56 1.12 -1.92
H: 4.74 2.11 -3.43
H: 4.18 0.51 -3.55
H: 1.12 3.03 -3.66
H: 2.65 3.10 -4.58
H: 2.33 4.07 -3.03
C: -8.12 -1.47 -0.67
C: -7.19 -2.29 -1.56
C: -5.98 -1.58 -2.09
C: -4.94 -1.10 -1.03
N: -3.63 -1.01 -1.61
C: -2.66 -1.82 -1.31
S: -1.12 -1.19 -1.85
N: -3.03 -3.07 -1.02
C: -2.21 -4.15 -0.47
C: -1.64 -5.08 -1.58
C: -0.58 -6.14 -1.16
C: 0.77 -5.45 -0.90
H: -7.54 -1.02 0.16
H: -8.89 -2.09 -0.20
H: -8.69 -0.74 -1.28
H: -7.79 -2.83 -2.37
H: -6.83 -3.10 -0.95
H: -6.31 -0.69 -2.69
H: -5.41 -2.13 -2.88
H: -4.88 -1.69 -0.12
H: -5.32 -0.17 -0.68
H: -3.35 -0.05 -1.79
H: -4.02 -3.22 -1.19
H: -2.78 -4.75 0.18
H: -1.43 -3.73 0.10
H: -1.17 -4.56 -2.42
H: -2.50 -5.55 -2.06
H: -0.43 -6.93 -1.93
H: -0.81 -6.71 -0.27
H: 0.93 -5.36 0.18
H: 0.83 -4.41 -1.30
H: 1.69 -6.06 -1.15
N: 5.43 2.86 1.34
C: 6.72 3.06 1.73
C: 7.81 3.70 1.20
C: 8.99 3.69 1.95
C: 9.09 2.99 3.16
C: 8.01 2.24 3.65
C: 6.82 2.34 2.93
N: 5.63 1.71 3.27
C: 4.81 2.03 2.30
C: 3.38 1.79 2.35
C: 2.53 2.83 1.76
C: 1.27 2.36 1.34
N: 0.90 1.10 1.43
C: 1.54 0.26 2.27
C: 2.84 0.58 2.69
H: 4.98 3.37 0.59
H: 7.80 4.10 0.22
H: 9.91 4.25 1.78
H: 10.07 2.99 3.67
H: 8.09 1.63 4.54
H: 2.87 3.81 1.43
H: 0.42 3.04 0.88
H: 0.96 -0.58 2.61
H: 3.31 -0.09 3.37

Values from the calculation:
- frontier orbital gap (spin up / spin down) (eV) = 4.6 / 4.8
- HOMO (spin up / spin down) (eV) = -10.36 / -13.20
- charge = +2
- 2S+1 = 5
- relative energy (zero: lowest compared OMol25 entry of this formula, charge and spin) (eV) = 1.116



No. 4
A structure of composition C29H45FGdP2 at a distorted geometry, computed with the ωB97M-V functional and the def2-TZVPD basis.

CARTESIAN COORDINATES (ANGSTROEM)
Gd: 1.27 -0.90 0.93
C: -0.94 -1.03 2.54
C: -0.76 -2.29 1.87
C: 1.05 -1.96 3.28
C: 0.17 -0.84 3.42
C: 0.47 -2.87 2.33
C: -2.19 -0.24 2.56
H: -2.48 0.14 1.56
H: -2.10 0.64 3.21
H: -3.04 -0.84 2.92
C: 0.31 0.21 4.45
H: -0.63 0.75 4.59
H: 1.07 0.95 4.17
H: 0.62 -0.21 5.42
C: 2.31 -2.14 4.04
H: 2.13 -2.04 5.12
H: 3.07 -1.40 3.77
H: 2.73 -3.13 3.86
C: 1.04 -4.18 1.93
H: 1.29 -4.79 2.81
H: 1.96 -4.06 1.34
H: 0.33 -4.75 1.32
C: -1.79 -2.95 1.02
H: -1.70 -4.05 1.07
H: -1.70 -2.66 -0.04
H: -2.81 -2.69 1.34
C: -2.16 2.58 -0.34
C: -3.15 1.69 -0.11
C: -3.41 0.47 -0.92
C: -3.13 0.67 -2.42
C: -1.78 0.08 -2.91
C: -0.81 -0.27 -1.77
C: -0.48 0.74 -0.62
C: -0.80 2.22 -0.84
H: -4.47 0.22 -0.81
H: -3.22 1.73 -2.69
H: -2.91 -0.43 -0.52
H: -0.59 2.54 -1.89
H: -2.33 3.64 -0.21
H: -3.78 1.81 0.78
H: -0.05 2.81 -0.26
H: -0.99 0.40 0.30
H: -1.13 -1.23 -1.33
H: 0.63 0.81 -0.37
H: -3.91 0.16 -2.99
H: -2.00 -0.86 -3.45
P: -0.71 0.97 -4.06
C: -1.21 2.70 -4.17
C: -1.06 0.32 -5.71
P: 1.00 -0.70 -2.28
C: 0.99 0.53 -3.67
C: 0.82 -2.30 -3.07
C: 2.65 -0.56 -1.54
H: -0.40 3.37 -3.86
H: -2.10 2.93 -3.57
H: -1.46 2.92 -5.23
H: -0.55 0.95 -6.46
H: -2.14 0.36 -5.93
H: -0.72 -0.71 -5.83
H: 3.32 -0.25 -2.36
H: 2.99 -1.54 -1.16
H: 2.75 0.23 -0.76
H: 1.56 1.45 -3.44
H: 1.43 0.07 -4.58
H: 1.36 -3.05 -2.46
H: 1.27 -2.28 -4.08
H: -0.23 -2.60 -3.16
F: 3.89 3.88 4.29
C: 3.32 2.99 3.41
C: 4.02 1.84 3.07
C: 3.41 0.90 2.22
C: 2.12 1.14 1.73
C: 1.45 2.32 2.06
C: 2.06 3.27 2.90
H: 5.02 1.67 3.48
H: 3.96 0.00 1.92
H: 0.45 2.52 1.68
H: 1.56 4.20 3.16

Values from the calculation:
- frontier orbital gap (spin up / spin down) (eV) = 5.6 / 5.2
- HOMO (spin up / spin down) (eV) = -8.20 / -7.79
- charge = +1
- 2S+1 = 8
- relative energy (zero: lowest compared OMol25 entry of this formula, charge and spin) (eV) = 0.000